Record 1
The following is a quantum chemistry calculation of C18H22N2O3Sn as an isolated structure, from the OMol25 dataset.

Values from the calculation:
Relative energy (zero: lowest compared OMol25 entry of this formula, charge and spin), eV: 0.000
HOMO, eV: -22.25
Calculated total energy, Ha: -1246.9507
LUMO, Ha: -0.6044

ORCA input file:
```
! wB97M-V def2-TZVPD RIJCOSX def2/J DEFGRID3
* xyz 4 1
Sn -1.6394 -0.1968 0.4911
C -1.8927 2.8564 2.0083
O -2.4225 1.5073 1.8306
C -3.6383 1.2340 2.5813
C -3.4508 -0.1357 3.1625
O -2.9947 -0.9855 2.0549
C -3.6561 -2.2857 1.9015
C -2.6588 -3.1670 1.2090
O -2.1361 -2.3859 0.0969
C -1.9859 -3.1294 -1.1548
H -2.6461 3.5824 1.7102
H -1.0146 2.9482 1.3733
H -1.6202 2.9985 3.0520
H -4.4832 1.2783 1.8928
H -3.7935 1.9748 3.3650
H -4.3777 -0.5209 3.5841
H -2.6776 -0.1577 3.9294
H -4.5635 -2.1374 1.3160
H -3.9222 -2.6946 2.8754
H -3.1243 -4.0855 0.8532
H -1.8248 -3.4305 1.8603
H -2.9680 -3.4438 -1.5005
H -1.3448 -3.9911 -0.9832
H -1.5314 -2.4582 -1.8797
C 3.5963 -0.8842 1.4952
C 2.2638 -0.7058 1.1571
N 1.7776 -0.0872 0.0349
C 2.6685 0.3394 -0.8221
C 4.0929 0.2121 -0.5864
C 4.5437 -0.4298 0.6076
C 4.9913 0.7728 -1.4537
C 4.5652 1.4018 -2.7120
C 3.2450 1.5743 -2.9856
C 2.8135 2.1412 -4.2373
C 1.4715 2.1532 -4.5295
C 0.6007 1.7298 -3.5326
N 0.9702 1.1243 -2.3531
C 2.2303 1.0516 -2.0808
H 3.8689 -1.3816 2.4169
H 1.5097 -1.0904 1.8350
H 5.6055 -0.5657 0.7883
H 6.0535 0.7714 -1.2209
H 5.3324 1.6863 -3.4270
H 3.5441 2.5826 -4.9085
H 1.0895 2.5497 -5.4616
H -0.4666 1.8798 -3.6535
*
```

---

Record 2
The following is a quantum chemistry calculation of one molecule with the formula C18H22N2O6S2, from the OMol25 dataset.

Values from the calculation:
Relative energy (zero: lowest compared OMol25 entry of this formula, charge and spin), eV: 0.000
SMILES: COC(=O)c1c(NC(=O)C[C@@H]2SC[C@H](C(=O)OC)NC2=O)sc2c1CCCC2
HOMO, eV: -7.68
Calculated total energy, Ha: -2056.5223
LUMO, Ha: 0.0192

ORCA input file:
```
! wB97M-V def2-TZVPD RIJCOSX def2/J DEFGRID3
* xyz 0 1
C -2.5678 -3.5501 -1.8862
O -2.9642 -2.3576 -1.2304
C -2.0955 -1.3371 -1.2970
O -1.0310 -1.4388 -1.8917
C -2.5270 -0.1380 -0.6054
C -1.6846 0.9608 -0.5329
N -0.4458 1.0413 -1.1061
C 0.3568 2.1183 -0.9148
O -0.0219 3.0990 -0.3073
C 1.7265 2.0257 -1.5637
C 2.7992 2.2210 -0.4847
S 4.4270 2.5841 -1.2288
C 5.1593 0.9344 -1.0813
C 5.1898 0.5675 0.3973
C 6.0075 -0.7126 0.6000
O 7.0380 -0.9298 0.0248
O 5.4601 -1.5286 1.4972
C 6.1668 -2.7362 1.7687
N 3.8485 0.4333 0.9059
C 2.7248 1.0516 0.4875
O 1.6376 0.6941 0.8932
S -2.3403 2.2626 0.3672
C -3.7923 1.3340 0.6584
C -3.7573 0.1026 0.0906
C -4.8968 -0.8606 0.2140
C -6.1574 -0.1553 0.7133
C -5.8360 0.7419 1.9047
C -4.9235 1.8841 1.4583
H -2.3985 -3.3637 -2.9492
H -1.6451 -3.9375 -1.4484
H -3.3821 -4.2566 -1.7469
H -0.1543 0.1747 -1.5635
H 1.8557 1.0690 -2.0711
H 1.8148 2.8344 -2.2919
H 2.5384 3.1205 0.0847
H 6.1674 0.9848 -1.4867
H 4.5653 0.2193 -1.6514
H 5.7313 1.3622 0.9390
H 6.1262 -3.3970 0.9014
H 5.6695 -3.1922 2.6204
H 7.2106 -2.5177 1.9988
H 3.6941 -0.3082 1.5769
H -4.6119 -1.6552 0.9098
H -5.0867 -1.3329 -0.7506
H -6.5733 0.4565 -0.0899
H -6.9055 -0.8998 0.9913
H -5.3323 0.1531 2.6735
H -6.7537 1.1475 2.3338
H -5.4914 2.5948 0.8487
H -4.5388 2.4321 2.3208
*
```

---

Record 3
The following is a quantum chemistry calculation of one molecule with the formula C18H22N2OS in a non-equilibrium geometry, from the OMol25 dataset.

Values from the calculation:
Relative energy (zero: lowest compared OMol25 entry of this formula, charge and spin), eV: 0.439
SMILES: CCSC[C@H]1COC(c2cccn2Cc2ccc(C)cc2)=N1
HOMO, eV: -8.07
Calculated total energy, Ha: -1282.0426
LUMO, Ha: 0.0286

ORCA input file:
```
! wB97M-V def2-TZVPD RIJCOSX def2/J DEFGRID3
* xyz 0 1
C 1.1415 -0.7186 2.2193
C 2.1479 0.4041 2.0788
S 1.5900 1.7515 0.9824
C 0.3466 2.5991 2.0180
C -1.1023 2.3328 1.6058
C -1.3620 2.5624 0.0943
O -1.8491 1.3155 -0.3709
C -1.8286 0.4661 0.6929
C -2.2252 -0.9017 0.5177
C -2.5733 -1.7987 1.5143
C -2.8832 -3.0106 0.8913
C -2.7051 -2.8220 -0.4588
N -2.3218 -1.5468 -0.6863
C -1.9125 -1.0227 -1.9651
C -0.4346 -0.7068 -1.9780
C 0.0355 0.4784 -2.5257
C 1.3826 0.7804 -2.4914
C 2.2957 -0.0921 -1.9116
C 3.7448 0.2752 -1.8326
C 1.8242 -1.2864 -1.3862
C 0.4751 -1.5916 -1.4170
N -1.4706 0.9554 1.8130
H 0.1957 -0.3455 2.6072
H 1.5303 -1.4782 2.8953
H 0.9499 -1.1728 1.2501
H 3.0687 0.0518 1.6131
H 2.3887 0.8560 3.0421
H 0.5553 3.6657 1.9290
H 0.5034 2.2796 3.0461
H -1.7407 2.9696 2.2334
H -0.4373 2.7991 -0.4423
H -2.1134 3.3317 -0.0998
H -2.6031 -1.5730 2.5604
H -3.1993 -3.9167 1.3687
H -2.8321 -3.5137 -1.2697
H -2.1425 -1.7800 -2.7229
H -2.4818 -0.1171 -2.1928
H -0.6626 1.1748 -2.9674
H 1.7334 1.7147 -2.9053
H 4.3517 -0.5803 -1.5462
H 4.0997 0.6563 -2.7883
H 3.8773 1.0608 -1.0884
H 2.5174 -1.9841 -0.9370
H 0.1255 -2.5218 -0.9892
*
```

---

Record 4
The following is a quantum chemistry calculation of one molecule with the formula C18H22N2OS2, from the OMol25 dataset.

Values from the calculation:
SMILES: CCOc1ccc(CSCCNC(=S)Nc2ccccc2)cc1
HOMO, eV: -8.01
Calculated total energy, Ha: -1680.2526
LUMO, Ha: 0.0266

ORCA input file:
```
! wB97M-V def2-TZVPD RIJCOSX def2/J DEFGRID3
* xyz 0 1
C -0.9614 -0.7736 -3.7467
C -2.0989 -1.4368 -2.9751
O -2.2197 -0.9557 -1.6485
C -1.4060 -1.4440 -0.6698
C -1.6212 -0.9113 0.6049
C -0.8385 -1.3010 1.6664
C 0.1648 -2.2526 1.5002
C 1.0451 -2.6186 2.6449
S 2.2053 -1.2485 3.0447
C 3.1844 -1.1862 1.5002
C 3.3255 0.2478 1.0019
N 2.0617 0.8465 0.6518
C 1.4890 0.6455 -0.5530
S 2.1917 -0.2760 -1.7384
N 0.2953 1.2312 -0.8243
C -0.4488 2.1814 -0.1270
C -1.8154 2.2569 -0.4036
C -2.6091 3.1852 0.2391
C -2.0556 4.0618 1.1590
C -0.6955 4.0154 1.4085
C 0.1106 3.0894 0.7699
C 0.3569 -2.7967 0.2390
C -0.4126 -2.3994 -0.8414
H -1.1340 0.2986 -3.8220
H -0.0012 -0.9423 -3.2627
H -0.9173 -1.1845 -4.7515
H -3.0576 -1.1883 -3.4408
H -1.9891 -2.5271 -2.9791
H -2.4054 -0.1827 0.7351
H -0.9976 -0.8632 2.6414
H 0.4794 -2.7596 3.5652
H 1.6452 -3.5053 2.4421
H 2.6606 -1.7822 0.7550
H 4.1660 -1.6147 1.7001
H 3.7908 0.8685 1.7716
H 3.9529 0.2480 0.1061
H 1.4493 1.0641 1.4265
H -0.1351 0.8887 -1.6742
H -2.2473 1.5743 -1.1207
H -3.6658 3.2262 0.0202
H -2.6772 4.7846 1.6646
H -0.2491 4.7128 2.1017
H 1.1753 3.1070 0.9397
H 1.1191 -3.5480 0.0848
H -0.2094 -2.8353 -1.8059
*
```

---

Record 5
The following is a quantum chemistry calculation of C18H22N3O4Pd as an isolated structure, from the OMol25 dataset.

Values from the calculation:
Relative energy (zero: lowest compared OMol25 entry of this formula, charge and spin), eV: 0.316
HOMO, eV: -9.43
Calculated total energy, Ha: -1291.9990
LUMO, Ha: -0.1672

ORCA input file:
```
! wB97M-V def2-TZVPD RIJCOSX def2/J DEFGRID3
* xyz 1 1
Pd -1.4831 -0.7972 0.3067
O -2.1894 2.3427 2.9724
C -1.9071 1.2780 2.2630
O -2.2695 1.1132 1.1082
C -1.0857 0.2536 2.9843
C -0.5588 0.3608 4.2591
C 0.2321 -0.6838 4.7184
C 0.4816 -1.7812 3.9023
C -0.0887 -1.8067 2.6408
N -0.8587 -0.8090 2.2281
C 0.0856 -2.8402 1.5574
O 0.7985 -3.9203 1.7736
O -0.4258 -2.6740 0.4622
H -2.7206 2.9635 2.4450
H -0.7542 1.2347 4.8636
H 0.6654 -0.6395 5.7078
H 1.1178 -2.5792 4.2621
H 1.1503 -3.9758 2.6716
C -3.0085 -3.1192 -1.4356
C -2.7335 -1.8264 -2.1307
C -3.0798 -1.4087 -3.3898
C -2.6002 -0.0804 -3.5486
C -1.9818 0.2807 -2.3796
C -1.2844 1.5507 -2.0200
N -2.0551 -0.7950 -1.5237
H -3.6278 -3.7485 -2.0721
H -3.5551 -2.9744 -0.4977
H -2.0944 -3.6733 -1.2133
H -3.6225 -1.9975 -4.1119
H -2.6850 0.5429 -4.4249
H -1.2793 2.2138 -2.8842
H -0.2460 1.3711 -1.7276
H -1.7713 2.0856 -1.2007
C 2.8581 0.7252 -2.2652
C 2.9074 1.5606 -0.9780
C 4.3122 1.5213 -0.3629
C 2.4783 3.0073 -1.2549
C 1.9604 0.9756 -0.0109
N 1.2106 0.5211 0.7330
H 3.5626 1.1462 -2.9827
H 1.8640 0.7408 -2.7114
H 3.1383 -0.3105 -2.0749
H 5.0177 1.9598 -1.0687
H 4.6240 0.4974 -0.1579
H 4.3534 2.0936 0.5639
H 3.1652 3.4428 -1.9808
H 2.5130 3.6095 -0.3469
H 1.4702 3.0482 -1.6677
*
```